{
  "formula": "C4H14N2O",
  "method": "ωB97M-V with the def2-TZVPD basis set",
  "max_force_ha_per_bohr": 0.0465,
  "e_homo_ev": -9.2,
  "energy_ha": -345.51896,
  "smiles": "NCCN.CCO",
  "relative_energy_kj_mol": 150.2,
  "e_lumo_ev": 0.8243,
  "molar_mass_g_mol": 106.17,
  "spin_multiplicity": 1,
  "symbols": ["N", "C", "C", "N", "H", "H", "H", "H", "H", "H", "H", "H", "H", "C", "O", "C", "H", "H", "H", "H", "H"],
  "coordinates": [[0.217, 1.374, 0.183], [0.672, 0.476, -0.859], [2.185, 0.290, -1.017], [2.419, -0.584, -2.183], [0.692, 1.202, 1.063], [0.324, 2.360, -0.052], [-1.288, 1.004, 0.314], [0.220, -0.535, -0.634], [0.244, 0.758, -1.841], [2.600, 1.252, -1.281], [2.605, -0.070, -0.052], [3.470, -0.650, -2.309], [2.126, -1.583, -1.952], [-2.514, -0.061, 1.322], [-2.253, 0.819, 0.264], [-1.599, -1.289, 1.395], [-3.598, -0.365, 1.194], [-2.438, 0.500, 2.293], [-2.036, -2.118, 1.983], [-0.595, -1.067, 1.780], [-1.454, -1.713, 0.390]],
  "atomic_forces_ev_per_a": [[1.034, 0.682, 0.174], [-0.312, -1.488, -0.522], [-0.799, -0.298, -0.125], [1.516, -1.697, 0.730], [0.057, 0.059, -0.093], [0.089, -0.325, 0.021], [-0.128, 0.452, -0.235], [0.428, 0.895, -0.247], [0.191, 0.067, 0.590], [0.388, 0.353, 0.178], [-0.006, 0.197, -0.461], [-1.720, 0.020, 0.025], [0.430, 1.732, -0.358], [-1.354, 0.091, 0.764], [-0.485, -0.581, -0.005], [-0.100, -0.577, -0.536], [1.175, 0.084, 0.333], [-0.196, -0.484, -0.483], [0.172, 0.564, 0.022], [-0.253, 0.062, 0.083], [-0.126, 0.193, 0.144]]
}

---

{
  "formula": "C3H5NO3",
  "method": "ωB97M-V with the def2-TZVPD basis set",
  "max_force_ha_per_bohr": 0.0348,
  "e_homo_ev": -10.0,
  "energy_ha": -397.77800,
  "smiles": "O=CCNC(=O)O",
  "relative_energy_kj_mol": 154.1,
  "e_lumo_ev": 0.3974,
  "molar_mass_g_mol": 103.08,
  "spin_multiplicity": 1,
  "symbols": ["O", "C", "C", "N", "C", "O", "O", "H", "H", "H", "H", "H"],
  "coordinates": [[-0.971, 0.816, -1.884], [-0.309, -0.163, -1.639], [0.773, -0.174, -0.567], [0.273, -0.747, 0.665], [-0.242, 0.071, 1.632], [-0.654, 1.287, 1.202], [-0.397, -0.245, 2.777], [-0.424, -0.931, -2.419], [0.942, 0.895, -0.470], [1.638, -0.721, -0.931], [0.703, -1.560, 1.080], [-1.332, 1.474, 0.554]],
  "atomic_forces_ev_per_a": [[-0.200, 0.353, 0.883], [0.061, 0.451, -1.729], [-0.875, -0.140, -0.475], [0.365, 0.254, 0.275], [-1.739, 0.027, -0.078], [0.793, 1.075, 0.760], [0.531, -0.262, 0.211], [0.294, -0.939, 0.600], [0.608, -0.013, 0.384], [0.117, 0.051, 0.065], [0.108, -0.042, -0.319], [-0.063, -0.815, -0.577]]
}

---

{
  "formula": "C6H12NO2S",
  "method": "ωB97M-V with the def2-TZVPD basis set",
  "max_force_ha_per_bohr": 0.1139,
  "e_homo_ev": [-8.3, -15.4],
  "total_charge": 1,
  "energy_ha": -838.76712,
  "relative_energy_kj_mol": 0.0,
  "e_lumo_ev": [-3.1102, -7.0261],
  "molar_mass_g_mol": 162.23,
  "spin_multiplicity": 3,
  "symbols": ["C", "C", "C", "C", "C", "C", "N", "O", "O", "S", "H", "H", "H", "H", "H", "H", "H", "H", "H", "H", "H", "H"],
  "coordinates": [[0.810, 1.383, -1.496], [-1.824, -0.933, 1.340], [-1.305, -0.426, -0.095], [-1.559, 0.279, 2.242], [0.120, -0.782, -0.523], [2.002, 2.007, -1.061], [0.411, -1.888, 0.014], [-0.164, 1.812, -1.952], [0.958, -0.116, -1.198], [0.283, 0.680, 1.968], [-2.880, -1.213, 1.372], [-1.332, -1.823, 1.674], [-1.898, -0.868, -0.861], [-1.458, 0.634, -0.261], [-1.575, 0.426, 3.356], [2.217, 2.489, -2.040], [2.855, 1.390, -0.702], [1.626, 2.780, -0.344], [1.306, -2.231, -0.061], [-2.207, 1.239, 1.708], [-0.206, -2.437, 0.511], [0.417, 1.403, 3.171]],
  "atomic_forces_ev_per_a": [[-0.957, -2.512, 0.956], [0.195, 1.642, -0.408], [-0.215, 0.153, -0.662], [-0.854, 3.221, -0.317], [-4.441, 2.584, 2.808], [1.581, 1.720, -0.198], [2.375, -2.350, -0.534], [-1.034, -0.052, -0.528], [1.151, 0.885, -1.309], [0.945, 0.027, -1.133], [0.049, 0.435, -0.501], [0.463, -0.336, 0.397], [-1.017, -0.635, -0.673], [-0.212, 0.112, 0.334], [-0.826, -0.978, -1.051], [0.829, 0.466, 0.837], [-0.976, 0.466, -0.254], [0.878, -0.393, -0.521], [2.478, -1.116, -0.313], [1.801, -2.378, 1.789], [-1.438, -0.990, 0.832], [-0.772, 0.030, 0.451]]
}

---

{
  "formula": "C19H36F15N3O13S",
  "method": "ωB97M-V with the def2-TZVPD basis set",
  "max_force_ha_per_bohr": 0.1019,
  "e_homo_ev": -4.2,
  "energy_ha": -3783.74473,
  "e_lumo_ev": -0.7780,
  "molar_mass_g_mol": 831.54,
  "spin_multiplicity": 1,
  "symbols": ["N", "H", "H", "H", "H", "N", "H", "H", "H", "H", "N", "H", "H", "H", "H", "C", "F", "F", "F", "S", "O", "O", "O", "O", "C", "C", "O", "H", "H", "H", "H", "C", "C", "O", "C", "O", "C", "F", "F", "F", "H", "H", "H", "H", "H", "C", "C", "O", "C", "O", "C", "F", "F", "F", "H", "H", "H", "H", "H", "C", "C", "O", "C", "O", "C", "F", "F", "F", "H", "H", "H", "H", "H", "C", "C", "O", "C", "O", "C", "F", "F", "F", "H", "H", "H", "H", "H"],
  "coordinates": [[-5.864, -2.573, 3.919], [-6.212, -2.250, 4.811], [-5.992, -1.872, 3.203], [-6.183, -3.515, 3.746], [-4.857, -2.588, 3.983], [-0.149, -0.706, 1.873], [-0.243, 0.239, 2.217], [-0.407, -1.346, 2.610], [0.792, -0.938, 1.590], [-0.858, -0.889, 1.177], [-2.506, 5.164, 1.458], [-3.115, 5.711, 2.049], [-2.330, 4.415, 2.113], [-1.650, 5.636, 1.202], [-2.936, 4.644, 0.707], [-6.654, -0.098, -1.965], [-6.167, 0.027, -3.215], [-7.689, 0.728, -1.837], [-7.143, -1.332, -1.787], [-5.200, 0.308, -0.707], [-4.096, -0.624, -0.989], [-4.796, 1.705, -0.908], [-5.703, 0.067, 0.673], [-2.271, -1.038, 5.168], [-2.328, 0.078, 6.072], [-2.340, 1.621, 5.608], [-1.374, 2.122, 4.644], [-1.519, 0.038, 6.802], [-3.172, -0.031, 6.752], [-2.474, 2.299, 6.451], [-3.278, 1.688, 5.057], [-2.607, -5.532, -2.346], [-3.289, -6.592, -1.496], [-2.347, -7.004, -0.522], [-2.429, -6.516, 0.822], [-3.351, -5.973, 1.328], [-1.188, -6.647, 1.568], [-0.342, -7.303, 0.786], [-0.516, -5.529, 1.894], [-1.334, -7.093, 2.846], [-2.441, -4.645, -1.734], [-3.205, -5.135, -3.167], [-1.645, -5.828, -2.764], [-3.591, -7.446, -2.102], [-4.179, -6.152, -1.044], [4.913, 3.157, 2.479], [3.758, 4.101, 2.137], [4.230, 5.213, 1.328], [3.350, 6.044, 0.780], [2.140, 6.012, 1.040], [4.045, 6.958, -0.276], [4.955, 6.256, -1.054], [3.100, 7.456, -1.104], [4.604, 7.982, 0.411], [4.510, 2.193, 2.790], [5.553, 3.562, 3.264], [5.512, 2.920, 1.600], [3.261, 4.434, 3.048], [2.962, 3.599, 1.588], [3.991, -4.146, -2.583], [3.778, -4.288, -1.055], [4.929, -4.031, -0.270], [5.023, -2.966, 0.578], [4.092, -2.199, 0.831], [6.249, -2.894, 1.472], [5.981, -2.954, 2.791], [7.074, -3.812, 1.032], [6.715, -1.693, 1.385], [4.771, -4.847, -2.882], [4.305, -3.149, -2.892], [3.141, -4.351, -3.233], [3.541, -5.347, -0.954], [2.839, -3.819, -0.759], [1.539, 5.566, -6.441], [0.720, 4.266, -6.751], [1.146, 3.113, -5.990], [1.113, 3.043, -4.737], [0.520, 3.857, -4.016], [1.599, 1.650, -4.189], [2.211, 1.827, -3.041], [0.613, 0.752, -4.071], [2.529, 1.130, -5.151], [1.261, 6.403, -7.083], [2.583, 5.305, -6.613], [1.357, 5.994, -5.455], [1.022, 3.971, -7.756], [-0.356, 4.440, -6.744]],
  "atomic_forces_ev_per_a": [[0.749, 0.147, 0.398], [-0.119, 0.333, 0.360], [-0.809, 0.253, -0.786], [-0.381, -0.094, -0.576], [1.308, -0.002, 0.587], [-0.402, -0.703, 0.192], [-0.184, 0.771, 0.701], [-0.271, -0.053, 1.338], [0.290, 0.131, -0.417], [-0.110, 0.220, -0.797], [-0.097, -0.946, 0.920], [-0.640, 0.824, -0.515], [1.148, -1.061, 0.884], [0.313, 0.171, -0.113], [-0.624, 0.399, -0.792], [1.092, 0.392, 0.630], [-0.282, -0.267, 0.423], [0.137, 0.328, 0.091], [0.470, -0.006, -0.129], [1.889, -0.048, 2.749], [-1.308, 0.212, -0.856], [-1.147, -0.807, -0.644], [-0.670, 0.089, -1.939], [-0.399, 1.465, 0.249], [0.933, -0.206, -0.697], [0.290, -0.833, -3.271], [-0.428, -0.631, 1.117], [0.946, -0.285, 0.084], [-0.917, 0.213, 0.061], [0.385, -0.094, 0.725], [-0.921, 0.013, -0.033], [0.051, 0.793, -0.053], [-0.434, 1.003, -0.748], [0.600, 0.342, 3.477], [-2.384, 0.196, -3.596], [-0.878, 0.195, -0.141], [3.761, 0.132, 2.276], [0.561, -1.334, 0.743], [-0.448, 1.757, -1.445], [-0.833, -1.885, -1.313], [0.190, 0.001, 0.202], [-0.314, -0.435, -0.044], [-0.074, -0.317, 0.133], [0.184, -0.202, 0.314], [-0.015, -0.179, 0.197], [-0.215, 0.256, -0.520], [-0.368, -0.501, 0.319], [0.343, 0.410, -0.239], [-2.421, -1.888, 1.068], [2.875, 0.723, -1.077], [-0.626, -0.281, -0.320], [-1.166, 1.480, 1.486], [0.993, -0.255, 0.536], [0.205, -0.765, -1.051], [-0.154, 0.154, 0.295], [-0.039, -0.041, -0.089], [0.073, 0.262, -0.058], [0.208, 0.468, -0.033], [0.176, -0.044, -0.301], [1.005, 0.529, 0.202], [-1.745, -0.913, -1.671], [1.248, 1.364, 0.928], [-4.990, 0.025, 0.377], [1.963, -1.261, -1.024], [-1.109, -0.130, 0.131], [-0.330, -1.739, -0.356], [1.326, -0.471, 0.773], [1.752, 2.084, -1.263], [0.110, 0.079, -0.044], [0.173, 0.125, 0.256], [-0.418, -0.256, 0.663], [0.386, -0.131, 0.559], [0.538, 0.723, 0.472], [-0.599, -0.760, 0.230], [0.872, 1.554, -0.525], [0.852, -0.306, -3.038], [-3.354, 1.345, 3.792], [1.819, -1.708, -0.716], [1.249, 0.030, -2.431], [0.096, -0.423, 0.174], [0.620, 0.698, 0.018], [-1.500, 0.627, 2.068], [-0.077, -0.410, -0.560], [0.076, 0.353, 0.250], [0.229, -0.570, 0.229], [-0.323, -0.051, 0.025], [0.041, -0.375, 0.520]]
}

---

{
  "formula": "C3H3N3O",
  "method": "ωB97M-V with the def2-TZVPD basis set",
  "max_force_ha_per_bohr": 0.0192,
  "e_homo_ev": -9.8,
  "energy_ha": -355.52805,
  "smiles": "[H]/N=N\\C(C=C=O)=N/[H]",
  "relative_energy_kj_mol": 293.6,
  "e_lumo_ev": -0.4897,
  "molar_mass_g_mol": 97.08,
  "spin_multiplicity": 1,
  "symbols": ["N", "C", "N", "N", "O", "C", "C", "H", "H", "H"],
  "coordinates": [[-1.574, 1.165, 0.689], [-0.705, 0.327, 0.298], [-1.081, -1.080, 0.394], [-0.344, -1.992, 0.020], [2.656, -0.318, -0.945], [1.665, 0.184, -0.597], [0.575, 0.828, -0.220], [-2.392, 0.641, 1.006], [0.566, -1.667, -0.367], [0.632, 1.912, -0.278]],
  "atomic_forces_ev_per_a": [[0.168, -0.312, -0.082], [-0.081, 0.239, 0.038], [0.254, -0.389, -0.109], [-0.132, 0.485, 0.100], [-0.818, 0.468, 0.299], [0.514, -0.349, -0.189], [0.084, -0.143, -0.039], [0.009, 0.082, -0.007], [-0.086, 0.095, 0.012], [0.089, -0.177, -0.022]]
}